(A)
66
Properties=species:S:1:pos:R:3 method="wB97M-V/def2-TZVPD" charge=+2 homo_ev="-13.46 / -13.53"
H -0.977 -3.660 -4.395
C -1.256 -2.627 2.628
C -0.595 -3.843 2.464
C -1.419 -3.052 -3.620
C -1.040 -1.543 1.669
C 3.702 4.623 1.454
C -0.808 -4.866 3.373
S 2.636 0.793 1.689
H -3.002 -3.317 5.442
C 0.833 -2.118 -3.000
C 1.292 4.574 1.310
C 1.545 0.469 3.063
H 4.667 2.709 1.650
H 0.961 -3.062 -4.924
C -2.062 4.739 -1.307
O 1.929 0.171 0.474
C -0.691 2.348 -1.432
Br -3.857 -4.230 -4.418
H -3.071 3.903 0.393
H -0.895 5.302 -3.015
H 0.351 5.100 1.212
C -2.326 3.745 -0.378
Mo 0.221 -0.428 -0.632
H 1.940 0.990 3.934
H -2.631 -1.485 3.822
C -2.125 -2.433 3.704
H 0.336 3.145 -3.124
N 1.497 -1.511 -1.988
C 2.491 5.284 1.325
C 2.524 2.545 1.557
H 1.546 -0.607 3.233
C -0.649 -2.219 -2.837
C 1.494 -2.608 -4.103
C -1.104 4.527 -2.290
Br 3.804 -3.152 -5.626
N -1.193 -1.474 -1.846
H 2.476 6.362 1.237
C 3.567 -1.906 -3.100
C -3.347 -2.355 -2.367
C 3.727 3.238 1.561
C 1.303 3.198 1.433
N -1.266 0.413 0.673
H 0.080 -3.984 1.631
N -1.688 -0.432 1.714
H -2.898 -0.941 -0.816
O -0.002 1.157 -1.502
C -1.674 -4.674 4.440
C -0.409 3.324 -2.362
C -2.331 -3.459 4.607
C -2.510 -1.550 -1.622
H -0.301 -5.813 3.250
C -2.791 -3.118 -3.382
H 3.300 -0.929 -1.196
H 0.379 2.639 1.436
C 2.832 -1.417 -2.040
C 2.885 -2.500 -4.151
H 0.543 0.825 2.823
H -2.698 1.704 1.313
H 4.644 -1.816 -3.108
H -2.601 5.675 -1.266
H 4.629 5.179 1.466
O -0.115 -1.741 0.713
C -1.914 1.519 0.583
H -1.840 -5.474 5.150
C -1.640 2.531 -0.425
H -4.405 -2.387 -2.152

=====

(B)
66
Properties=species:S:1:pos:R:3 method="wB97M-V/def2-TZVPD" charge=+2 homo_ev="-13.28 / -13.37"
H -0.814 -3.508 3.439
N 1.679 -0.680 -2.399
H 1.868 1.859 3.442
O 1.336 0.002 -0.260
C -4.465 -1.259 -3.992
C -1.707 -1.054 -3.645
H -2.552 -2.383 3.768
C -3.536 -0.500 3.490
H -4.373 1.396 2.880
S -0.778 3.280 -0.436
H 5.800 0.882 1.316
C -3.626 0.639 2.693
H 0.493 4.174 -2.198
C 6.327 -0.073 -0.530
C 0.567 -3.062 -0.088
H 1.613 -4.904 0.185
H -2.783 1.637 0.993
C 4.072 0.340 0.175
H 0.566 5.196 -0.737
N -1.803 -0.138 1.366
H -1.574 -1.491 -5.740
H 0.946 -2.888 -1.088
C 0.940 -4.183 0.623
C 2.164 -0.324 -1.263
H -5.534 -1.338 -4.130
C -3.612 -1.448 -5.075
C 0.611 4.175 -1.116
H 1.363 1.934 1.018
C -1.740 -1.270 2.116
Br -4.690 -0.740 4.934
C 1.020 2.425 3.082
H 7.390 -0.002 -0.350
C -0.278 -0.977 -3.471
N -0.267 -2.132 0.409
H 3.372 0.714 0.908
N 0.288 -0.670 -2.353
O -0.574 1.867 -0.997
C -2.739 0.777 1.646
C 0.745 2.473 1.725
C -3.962 -0.962 -2.730
C 4.506 -0.754 -1.939
H 1.542 3.693 -0.825
Mo -0.557 -0.198 -0.434
C -0.350 3.214 1.287
C -2.591 -0.862 -2.572
Br 0.925 -5.823 2.941
H 6.564 -1.059 -2.418
O -2.096 -0.572 -1.343
C -2.590 -1.476 3.188
C -1.168 3.895 2.177
C -0.870 3.854 3.533
H 0.369 -1.202 -4.315
H 0.443 3.087 5.036
H 4.136 -1.204 -2.848
C 5.434 0.427 0.407
C 0.215 3.118 3.981
C 5.863 -0.667 -1.696
H -4.617 -0.814 -1.884
H -4.018 -1.674 -6.049
C -0.774 -2.301 1.662
H -2.016 4.459 1.817
C -2.242 -1.346 -4.903
C -0.428 -3.391 2.440
C 3.603 -0.246 -1.002
H -1.483 4.400 4.234
C 0.443 -4.345 1.916

=====

Most stable to least stable, the ends of the list are (A) and (B).

=====

(A)
24
Properties=species:S:1:pos:R:3 method="wB97M-V/def2-TZVPD" charge=0 homo_ev=-8.80
O -3.368 0.256 0.772
N -0.117 -0.240 2.056
C -0.546 -1.132 1.079
C -0.339 0.959 2.254
H -0.069 -2.757 2.157
H -0.955 0.846 -2.562
H 1.256 1.309 -4.022
C 1.241 0.806 -2.998
H 0.395 1.514 2.798
C 0.060 0.515 -2.293
H -0.731 2.748 1.359
H 1.537 -0.951 0.462
C 2.545 -0.221 -1.461
N 2.489 0.415 -2.640
C -0.972 -0.548 -0.227
C -0.527 -2.429 1.220
H -1.794 -1.039 -0.674
H -0.835 -3.113 0.446
C 0.230 -0.134 -1.083
C -1.335 1.802 1.559
C 1.496 -0.494 -0.611
H 3.563 -0.512 -1.181
H -2.304 2.028 2.061
S -2.215 0.885 0.160

=====

(B)
24
Properties=species:S:1:pos:R:3 method="wB97M-V/def2-TZVPD" charge=0 smiles="Cc1ccccc1/N=C1/NC(=O)CS1" homo_ev=-8.52
C -0.933 -2.128 -0.347
C 3.801 0.132 0.286
H -0.167 -2.009 -1.114
C 1.434 0.157 0.463
S 1.646 0.778 -1.204
H -0.447 -2.499 0.555
H 2.721 -0.451 1.956
H -3.450 -1.348 -0.995
H 3.896 1.645 -1.241
N 0.370 -0.038 1.085
C -2.823 1.645 0.428
C 3.450 0.661 -1.090
H -0.969 2.191 1.361
N 2.668 -0.097 1.011
C -1.604 -0.816 -0.074
H -1.653 -2.865 -0.692
C -1.524 1.423 0.842
C -0.910 0.201 0.591
H -4.533 0.816 -0.558
C -2.906 -0.570 -0.478
C -3.517 0.648 -0.234
H 3.827 -0.012 -1.861
H -3.292 2.598 0.623
O 4.918 -0.062 0.686

=====

Most stable to least stable, the ends of the list are (B) and (A).

=====

(A)
15
Properties=species:S:1:pos:R:3 method="wB97M-V/def2-TZVPD" charge=0 homo_ev="-7.31 / -7.31"
H 0.731 -1.537 -1.857
C -0.643 1.558 0.120
H -2.266 0.410 0.753
H 1.027 -2.535 -0.423
H 2.445 -1.487 -1.297
C -1.246 0.574 1.021
H -0.481 -1.394 1.578
C 0.076 2.615 -0.291
C -0.447 -0.760 0.633
C 0.932 -0.497 0.052
H -1.096 -1.166 -0.145
H 0.498 3.608 -0.328
H -1.076 0.879 2.077
C 1.312 -1.592 -0.928
C 0.233 1.323 -0.965

=====

(B)
15
Properties=species:S:1:pos:R:3 method="wB97M-V/def2-TZVPD" charge=0 homo_ev="-8.37 / -7.92"
H 0.928 -0.862 0.680
C -0.603 -1.688 -0.560
C 0.875 1.599 -0.026
H 0.097 -2.323 -1.116
H -1.393 -1.329 -1.225
C 0.176 -0.511 -0.043
C 0.784 0.475 -1.046
H -2.256 0.135 2.033
H 0.938 1.821 2.156
C -1.451 0.765 1.583
H 1.645 0.186 -1.651
C -0.466 0.606 0.737
H -1.039 -2.273 0.258
C 1.781 2.550 -0.074
H -0.017 0.850 -1.707

=====

Most stable to least stable, the ends of the list are (A) and (B).

=====

(A)
15
Properties=species:S:1:pos:R:3 method="wB97M-V/def2-TZVPD" charge=0 homo_ev=-8.53
C -0.800 2.330 0.604
H -0.774 3.074 -0.214
H -0.186 2.629 1.357
H 1.540 1.344 0.502
H -1.805 2.197 0.916
H -1.143 0.186 0.016
H 0.075 -2.310 -2.441
C -0.377 0.956 0.206
C 0.892 0.550 0.278
H -1.036 -3.152 -1.183
C 0.089 -1.442 1.028
H 2.265 -1.192 0.357
C 1.232 -0.866 0.270
C -0.198 -2.504 -1.374
C 0.226 -1.800 -0.320

=====

(B)
15
Properties=species:S:1:pos:R:3 method="wB97M-V/def2-TZVPD" charge=0 smiles=C#CC[C@H](C)C#C homo_ev=-9.93
C 1.765 0.886 -0.436
H -0.425 -2.287 0.536
C -0.315 -0.114 0.410
C -2.863 0.419 1.009
H 4.002 0.679 -0.098
C -1.720 0.180 0.716
H -0.766 -1.638 -1.078
C 2.952 0.776 -0.263
H -0.031 1.959 -0.225
H 0.905 -1.670 -0.470
C -0.141 -1.517 -0.186
H -0.035 0.790 -1.550
H -3.873 0.626 1.285
H 0.238 -0.066 1.356
C 0.304 0.958 -0.520

=====

Most stable to least stable, the ends of the list are (B) and (A).

=====

(A)
15
Properties=species:S:1:pos:R:3 method="wB97M-V/def2-TZVPD" charge=0 homo_ev="-7.40 / -7.32"
C -0.924 0.936 0.102
C 0.485 1.222 0.310
H 0.901 -0.605 -1.992
C -1.020 -0.486 -0.542
H -1.396 -2.066 1.159
H -1.887 -0.551 -1.206
H -1.327 1.659 -0.614
C -0.814 -1.655 0.359
H 1.167 -2.683 0.045
H 1.470 2.742 1.355
C 0.369 -0.903 -1.113
H -1.516 0.979 1.022
C 1.529 1.842 0.747
H 2.536 1.501 0.546
C 0.428 -1.932 -0.178

=====

(B)
15
Properties=species:S:1:pos:R:3 method="wB97M-V/def2-TZVPD" charge=0 smiles=C#CC(C)(C)C#C homo_ev=-9.19
C -1.102 0.079 1.357
C 0.289 1.282 -0.378
C 1.031 -0.712 0.230
H -1.997 -0.070 -1.272
C 2.219 -0.904 0.169
H -1.444 -0.913 1.670
H -0.519 -0.772 -1.966
H 3.281 -0.973 0.078
H 2.274 2.263 -0.850
H -1.981 0.709 1.189
C 1.300 1.876 -0.656
H -0.511 0.517 2.166
C -1.113 -0.679 -1.054
H -1.443 -1.677 -0.744
C -0.284 -0.024 0.061

=====

(C)
15
Properties=species:S:1:pos:R:3 method="wB97M-V/def2-TZVPD" charge=0 homo_ev=-8.97
H -1.895 1.165 -0.318
C 1.411 -0.144 -0.066
H 0.191 1.041 1.519
C -0.613 -2.014 -0.119
H -1.812 -0.210 -1.453
C -0.983 -0.586 0.401
H -3.015 -0.075 -0.083
H 3.242 -0.865 -0.588
C 2.701 -0.032 -0.312
C 0.452 -1.247 -0.069
H -1.233 -0.595 1.390
C -1.998 0.082 -0.436
H 0.026 1.698 -0.104
H 3.127 0.957 -0.192
C 0.400 0.826 0.432

=====

(D)
15
Properties=species:S:1:pos:R:3 method="wB97M-V/def2-TZVPD" charge=0 homo_ev="-7.82 / -7.82"
H -3.001 2.618 -0.564
H -0.728 -1.458 -0.001
C -1.272 1.210 -0.997
H -0.453 -0.484 -1.957
C 0.592 -2.824 0.893
C 0.387 -0.350 0.028
H 1.527 0.072 1.795
C -0.155 0.289 -1.240
H -0.021 0.938 1.706
H 1.316 1.468 0.689
C 0.403 -1.723 0.208
H 0.671 0.845 -1.703
C 0.834 0.582 1.120
C -2.186 1.959 -0.765
H 1.573 -3.305 0.847

=====

Most stable to least stable, the ends of the list are (B) and (D).

=====

(A)
15
Properties=species:S:1:pos:R:3 method="wB97M-V/def2-TZVPD" charge=0 homo_ev="-8.40 / -8.35"
C 0.502 -1.735 0.073
C -1.766 0.974 -0.712
H -2.494 1.365 -1.409
H -2.412 1.511 1.471
H 2.159 0.288 -0.936
C 1.594 0.573 -0.044
H 1.039 -2.066 -0.821
C -1.745 1.049 0.745
H 1.385 1.645 -0.085
H -0.455 -2.261 0.123
C 0.295 -0.229 0.008
H 2.191 0.358 0.847
H 1.091 -1.986 0.960
C -0.686 0.222 -1.021
C -0.653 0.310 0.985

=====

(B)
15
Properties=species:S:1:pos:R:3 method="wB97M-V/def2-TZVPD" charge=0 smiles=Cc1ccccc1 homo_ev=-9.03
C -2.178 -0.022 0.486
C 1.178 0.911 -1.032
H 2.233 -1.631 0.793
H 1.603 1.670 -1.679
H -2.598 0.892 0.053
H -2.340 0.052 1.559
C 2.071 0.133 -0.324
H -0.300 -1.594 1.421
H -2.755 -0.792 -0.014
H -0.874 1.337 -1.465
C 0.175 -0.959 0.718
C -0.708 -0.012 0.180
H 3.145 0.078 -0.394
C 1.533 -0.841 0.537
C -0.186 0.777 -0.839

=====

(C)
15
Properties=species:S:1:pos:R:3 method="wB97M-V/def2-TZVPD" charge=0 smiles=C#CC[C@H](C)C#C homo_ev=-9.83
H -3.817 0.279 -0.220
H 3.014 0.550 -2.472
C 2.298 0.702 -1.696
H 0.872 -1.494 1.480
H -0.078 1.985 0.039
H -0.890 0.144 1.462
C 0.197 -1.469 0.617
C -1.606 -0.047 -0.369
H 1.064 1.305 1.189
C -0.422 -0.083 0.499
H 0.750 -1.737 -0.288
C 0.530 1.097 0.255
C -2.800 0.080 -0.443
C 1.492 0.890 -0.823
H -0.604 -2.203 0.769

=====

Most stable to least stable, the ends of the list are (B) and (A).

=====

(A)
15
Properties=species:S:1:pos:R:3 method="wB97M-V/def2-TZVPD" charge=0 homo_ev=-8.08
H -1.894 0.982 -0.285
C -0.802 -1.629 0.191
H 2.106 -1.809 1.282
H 1.566 2.349 -0.041
H -1.144 1.297 -1.894
C 0.388 -0.726 0.000
C 1.608 -0.999 0.753
C -0.972 1.339 -0.823
H -0.819 2.394 -0.644
C 1.381 1.336 0.099
C 1.781 0.350 0.936
H -0.791 -2.530 -0.480
H -1.653 -0.981 0.025
H -0.958 -2.043 1.141
C 0.202 0.670 -0.261

=====

(B)
15
Properties=species:S:1:pos:R:3 method="wB97M-V/def2-TZVPD" charge=0 homo_ev=-7.09
H -0.426 -1.697 -1.664
H -2.284 -0.577 0.971
H 0.088 2.870 -0.448
C -1.323 -0.754 1.089
C -0.307 -1.678 0.451
H -1.387 2.389 0.656
C -0.338 -1.456 1.808
H 1.098 -1.975 -1.075
H 1.164 0.333 -1.685
C -0.428 2.173 0.197
C -0.134 0.929 0.074
C 0.265 -1.417 -0.873
C 0.774 0.100 -0.672
H 1.631 -0.043 0.017
H -0.006 -1.613 2.724

=====

(C)
15
Properties=species:S:1:pos:R:3 method="wB97M-V/def2-TZVPD" charge=0 smiles="C#CC(C)=C=CC" homo_ev=-8.87
H -0.727 2.677 0.017
H 1.867 -1.743 0.695
C -1.845 1.127 1.265
C -0.765 1.646 0.375
C 1.953 -0.711 0.335
C 0.066 -1.894 -2.488
C 0.039 0.761 -0.159
C 0.729 -0.320 -0.465
H -0.176 -2.523 -3.317
H -1.568 0.102 1.511
H -2.782 1.064 0.704
H 2.060 -0.044 1.194
C 0.342 -1.170 -1.564
H -2.038 1.666 2.191
H 2.845 -0.637 -0.293

=====

Most stable to least stable, the ends of the list are (C) and (B).

=====

(A)
22
Properties=species:S:1:pos:R:3 method="wB97M-V/def2-TZVPD" charge=0 homo_ev="-7.64 / -7.56"
C -1.205 0.532 -0.575
C 0.897 -0.848 0.268
N 3.047 -0.571 1.431
H -2.095 1.047 -0.941
C -1.367 -0.977 -0.749
H 4.001 -0.560 1.632
C 2.378 -1.595 0.918
C -0.098 -1.607 -0.345
H -1.616 -1.131 -1.778
C 0.534 0.403 1.064
C -0.950 0.712 0.924
C 0.058 1.057 -1.266
H 2.447 0.324 1.356
H 2.171 0.819 -0.432
H -1.693 0.137 1.491
C 1.088 0.595 -0.215
O 2.504 -2.784 0.873
H 0.210 -2.600 -0.587
H -0.012 2.166 -1.484
H 0.320 0.618 -2.161
H -2.301 -1.347 -0.202
H -1.100 1.776 1.445

=====

(B)
22
Properties=species:S:1:pos:R:3 method="wB97M-V/def2-TZVPD" charge=0 smiles="C[C@@H]1c2cccn2C[C@H]1C=O" homo_ev=-8.13
H -1.116 2.501 1.013
H 1.350 1.726 0.516
H -1.093 0.299 1.655
H 0.272 -1.342 -3.677
C 0.004 0.030 1.539
H 0.583 1.128 3.238
N 0.414 -1.215 -0.435
C 0.710 0.124 2.836
H -0.682 2.735 -0.580
H 0.951 -2.036 1.336
H -1.386 1.266 -0.297
C 0.357 -1.159 -2.633
C 0.120 -1.406 0.987
C 0.720 0.076 -2.097
C -0.707 1.951 0.129
O 1.351 -0.723 3.375
C 0.139 -1.974 -1.496
C 0.495 1.021 0.385
H 0.676 1.091 -2.594
H -0.075 -3.048 -1.486
C 0.724 0.070 -0.735
H -0.788 -1.938 1.333

=====

Most stable to least stable, the ends of the list are (B) and (A).